(1)
Entry from the Open Molecules 2025 dataset: 2 unconnected molecules or ions with the total composition C3H7NO2 (ωB97M-V with the def2-TZVPD basis set).

Structure (XYZ):
```
13
Properties=species:S:1:pos:R:3:forces:R:3
C -0.76752 -1.24594 -1.38943 -0.126 -0.200 -0.188
C 0.70739 -0.26117 0.20147 -0.260 -0.008 0.153
O 1.94771 0.21727 0.66409 0.131 0.152 -0.185
C -0.38896 0.64545 0.25178 0.098 -0.007 0.003
O -1.44516 0.33453 -0.37163 0.170 -0.029 0.080
N -0.28558 1.82547 0.89653 -0.073 -0.034 0.048
H -1.07706 -2.04280 -0.72135 0.067 0.161 -0.061
H 0.18064 -1.42928 -1.87700 -0.104 0.089 0.116
H -1.54893 -0.92460 -2.06807 0.112 -0.019 0.126
H 0.49082 -1.21312 0.68471 -0.045 0.101 -0.112
H 2.31015 0.78124 -0.02950 0.033 -0.111 0.149
H 0.45101 1.92653 1.57973 -0.097 0.004 -0.107
H -1.05786 2.47158 0.89269 0.094 -0.099 -0.023
```
Positions in Å, forces in eV/Å.

Summary:
E   -323.5984 hartree
Lowest unoccupied orbital energy (alpha / beta)   0.3 / 0.3 eV
Kohn-Sham gap (alpha / beta)   7.5 / 7.4 eV
Relative energy (zero: lowest compared OMol25 entry of this formula, charge and spin)   4.969 eV
2S+1   1
M   89.094 u

=====

(2)
Entry from the Open Molecules 2025 dataset: a single C3H7NO2 molecule (ωB97M-V with the def2-TZVPD basis set).

Structure (XYZ):
```
13
Properties=species:S:1:pos:R:3:forces:R:3
C 2.03363 0.78244 0.24139 0.310 0.080 -0.044
O 0.68498 0.59566 0.58713 -0.082 0.012 0.047
C 0.06756 -0.36974 -0.21921 -0.023 -0.158 -0.146
C -1.29992 -0.67633 0.38935 -0.002 -0.129 0.108
N -2.36545 -0.25251 -0.34963 -0.024 -0.022 0.117
O -1.40893 -1.28134 1.43704 -0.030 0.226 -0.386
H 2.14088 1.15128 -0.79193 -0.026 -0.051 0.166
H 2.60293 -0.15514 0.33833 -0.092 0.141 -0.006
H 2.44337 1.52322 0.93166 -0.040 -0.108 -0.129
H 0.64235 -1.30870 -0.22334 -0.078 0.107 0.029
H -0.01055 -0.01795 -1.26375 -0.028 -0.038 0.178
H -3.28612 -0.36829 0.04875 0.143 0.049 -0.081
H -2.24473 0.37739 -1.12580 -0.028 -0.109 0.147
```
Positions in Å, forces in eV/Å.

Summary:
E   -323.7371 hartree
Lowest unoccupied orbital energy   0.9 eV
SMILES string   COCC(N)=O
Kohn-Sham gap   10.7 eV
Relative energy (zero: lowest compared OMol25 entry of this formula, charge and spin)   1.194 eV
2S+1   1
M   89.094 u

=====

(3)
Entry from the Open Molecules 2025 dataset: a molecular structure, C3H7NO2 (ωB97M-V with the def2-TZVPD basis set).

Structure (XYZ):
```
13
Properties=species:S:1:pos:R:3:forces:R:3
C -0.46655 0.12358 0.54566 -1.046 1.807 -0.191
C 0.20518 -1.17659 0.92084 -0.035 0.249 0.302
C 0.17184 0.89444 -0.57680 2.170 0.920 2.098
N 0.91314 0.37156 -1.54446 -0.424 0.164 -0.697
O -1.82655 -0.13554 0.13948 -0.060 -0.321 0.282
O 0.26374 2.09019 -0.17112 0.127 0.357 -2.667
H -2.37986 0.54812 0.52715 0.058 -0.087 -0.053
H -0.33090 1.48429 0.94583 -0.583 -3.198 1.019
H 0.96254 -0.62798 -1.65251 -0.186 0.090 -0.163
H 1.37854 0.97091 -2.20875 0.051 -0.112 0.098
H 1.26910 -1.02863 1.11328 -0.018 0.015 0.005
H 0.09199 -1.93728 0.13631 -0.064 0.130 -0.017
H -0.25222 -1.57706 1.82511 0.010 -0.012 -0.019
```
Positions in Å, forces in eV/Å.

Summary:
E   -323.6601 hartree
Lowest unoccupied orbital energy   0.8 eV
Kohn-Sham gap   9.4 eV
Relative energy (zero: lowest compared OMol25 entry of this formula, charge and spin)   3.289 eV
2S+1   1
M   89.094 u

=====

(4)
Entry from the Open Molecules 2025 dataset: a single C3H7NO2 molecule (ωB97M-V with the def2-TZVPD basis set).

Structure (XYZ):
```
13
Properties=species:S:1:pos:R:3:forces:R:3
N 0.57493 -2.08361 0.15880 -0.148 0.583 -0.935
C -0.38209 -0.95535 0.18242 -0.342 0.356 1.120
C 0.47493 0.36530 -0.01802 1.470 -2.706 -1.481
C -0.25534 1.58725 -0.40444 -2.869 2.075 2.180
O -1.36011 1.71703 -0.88802 0.718 -1.411 -1.377
O 0.16977 2.69852 0.26991 1.253 1.463 -1.056
H 0.57133 -2.60173 -0.72414 -0.077 0.663 0.126
H 0.34945 -2.77645 0.81761 -0.359 -0.778 1.239
H -1.24508 -1.10719 -0.45179 0.283 0.387 -1.171
H -1.00113 -0.91706 1.14357 1.555 0.040 -0.599
H 1.28848 0.07414 -0.83085 -1.676 0.787 1.475
H 1.05784 0.48323 0.90785 -0.252 0.384 -0.432
H -0.24298 3.51592 -0.16289 0.444 -1.842 0.911
```
Positions in Å, forces in eV/Å.

Summary:
E   -323.7273 hartree
Lowest unoccupied orbital energy   0.9 eV
SMILES string   NCCC(=O)O
Kohn-Sham gap   10.6 eV
Relative energy (zero: lowest compared OMol25 entry of this formula, charge and spin)   1.460 eV
2S+1   1
M   89.094 u

=====

(5)
Entry from the Open Molecules 2025 dataset: a single C3H7NO2 molecule (ωB97M-V with the def2-TZVPD basis set).

Structure (XYZ):
```
13
Properties=species:S:1:pos:R:3:forces:R:3
N 1.95734 0.20490 0.15239 0.206 0.611 -0.121
C 0.93971 -0.78130 -0.04196 -0.951 -0.266 2.502
C -0.58075 -0.07023 0.77413 4.887 -0.924 -1.898
O -0.56122 0.21425 1.92214 -0.743 -0.300 -0.579
C -1.15208 0.14644 -0.50978 -6.494 2.375 1.273
O -2.70333 0.76411 -0.19432 2.115 -0.609 -0.931
H 2.23089 0.30678 1.12369 -0.038 -0.079 -0.250
H 2.77464 0.08572 -0.43304 -0.100 -0.070 0.161
H 0.88506 -1.12237 -1.07449 -0.361 0.374 -0.018
H 1.06195 -1.66510 0.58663 0.157 -0.331 -0.029
H -0.68099 0.93454 -1.08771 0.480 -0.440 0.000
H -1.50980 -0.75028 -1.00478 0.648 -0.002 -0.120
H -2.66144 1.73252 -0.21291 0.194 -0.338 0.010
```
Positions in Å, forces in eV/Å.

Summary:
E   -323.6280 hartree
Lowest unoccupied orbital energy   0.7 eV
SMILES string   NCC(=O)CO
Kohn-Sham gap   9.0 eV
Relative energy (zero: lowest compared OMol25 entry of this formula, charge and spin)   4.162 eV
2S+1   1
M   89.094 u

=====

(6)
Entry from the Open Molecules 2025 dataset: a single C3H7NO2 molecule (ωB97M-V with the def2-TZVPD basis set).

Structure (XYZ):
```
13
Properties=species:S:1:pos:R:3:forces:R:3
N 1.39102 1.44189 0.56348 -0.639 -0.291 -0.401
C 0.67180 0.28980 0.73135 -0.180 0.116 0.683
O 1.09850 -0.69027 1.31296 0.240 -0.062 -0.307
C -0.75324 0.31861 0.20817 -0.032 -0.265 0.305
C -1.03999 -0.96501 -0.58433 0.554 1.037 -1.655
O 0.07937 -1.38125 -1.38159 -0.173 0.203 0.694
H 2.39570 1.38293 0.55221 0.020 0.027 0.183
H 0.94457 2.08592 -0.06733 0.447 0.242 -0.039
H -1.44160 0.32854 1.05658 0.140 0.115 0.129
H -0.94760 1.22496 -0.36173 0.009 -0.069 -0.243
H -1.37706 -1.76549 0.03120 -0.263 -0.572 0.635
H -1.78963 -0.71205 -1.33369 -0.315 -0.239 0.220
H 0.76816 -1.55858 -0.72729 0.191 -0.243 -0.203
```
Positions in Å, forces in eV/Å.

Summary:
E   -323.7562 hartree
Lowest unoccupied orbital energy   0.8 eV
SMILES string   NC(=O)CCO
Kohn-Sham gap   11.0 eV
Relative energy (zero: lowest compared OMol25 entry of this formula, charge and spin)   0.673 eV
2S+1   1
M   89.094 u

=====

(7)
Entry from the Open Molecules 2025 dataset: a molecular structure, C3H7NO2 (ωB97M-V with the def2-TZVPD basis set).

Structure (XYZ):
```
13
Properties=species:S:1:pos:R:3:forces:R:3
O -1.30338 -0.39267 1.35308 0.043 0.052 -0.108
C -1.07371 -0.55070 0.10279 -0.035 0.175 -0.095
C -0.61587 0.72253 -0.70155 -0.169 0.058 -0.023
N 0.84582 0.75569 -0.62239 0.010 -0.096 -0.032
C 1.24709 -0.21625 0.32603 -0.013 -0.064 -0.013
O 1.03461 -0.02923 1.59818 -0.015 0.083 -0.122
H -0.04863 -0.02361 1.74210 0.018 -0.089 -0.045
H -1.70674 -1.28421 -0.42491 0.172 0.045 0.063
H 0.16937 -1.10980 0.00664 0.160 -0.074 0.072
H -1.07205 1.58848 -0.21175 0.083 -0.121 -0.034
H -0.94186 0.70573 -1.74797 0.048 -0.026 0.181
H 1.27687 0.56489 -1.51993 -0.059 0.037 0.155
H 2.18850 -0.73085 0.09968 -0.244 0.023 0.001
```
Positions in Å, forces in eV/Å.

Summary:
E   -323.6481 hartree
Lowest unoccupied orbital energy   0.5 eV
Kohn-Sham gap   9.9 eV
Relative energy (zero: lowest compared OMol25 entry of this formula, charge and spin)   3.615 eV
2S+1   1
M   89.094 u

=====

(8)
Entry from the Open Molecules 2025 dataset: a single C3H7NO2 molecule (ωB97M-V with the def2-TZVPD basis set).

Structure (XYZ):
```
13
Properties=species:S:1:pos:R:3:forces:R:3
N -1.57758 -0.92860 -0.28029 0.324 -0.129 0.247
C -0.31973 -0.38224 -0.45384 0.552 -0.315 0.796
O 0.11635 -0.66102 -1.71473 0.797 0.199 -0.046
C -0.09937 1.00667 0.14423 -0.094 0.278 -0.022
C 1.16213 0.51056 0.82763 0.106 0.409 0.263
O 1.00909 -0.83934 0.39880 -1.558 0.058 -0.285
H -2.00036 -0.78899 0.62282 0.024 -0.091 -0.029
H -1.69772 -1.85204 -0.67359 0.041 0.070 0.120
H 1.06566 -0.73271 -1.47520 -0.236 -0.199 -0.955
H -0.89609 1.28920 0.83204 -0.009 0.001 -0.033
H 0.01784 1.78943 -0.60251 -0.031 -0.049 -0.059
H 2.08448 0.97278 0.45870 -0.003 -0.133 0.017
H 1.13531 0.61630 1.91595 0.087 -0.100 -0.015
```
Positions in Å, forces in eV/Å.

Summary:
E   -323.7074 hartree
Lowest unoccupied orbital energy   1.0 eV
SMILES string   N[C@@]1(O)CCO1
Kohn-Sham gap   10.7 eV
Relative energy (zero: lowest compared OMol25 entry of this formula, charge and spin)   2.001 eV
2S+1   1
M   89.094 u

=====

(9)
Entry from the Open Molecules 2025 dataset: a single C3H7NO2 molecule (ωB97M-V with the def2-TZVPD basis set).

Structure (XYZ):
```
13
Properties=species:S:1:pos:R:3:forces:R:3
N 1.45536 -0.85626 -1.29791 0.295 0.201 0.000
C 0.38353 0.06583 -0.92008 0.300 -0.123 -0.460
C 0.32690 0.23929 0.59991 0.700 0.112 0.142
C -1.04851 0.13326 1.17891 -0.174 0.294 -0.173
O -1.57368 -0.84049 1.64070 0.134 -0.256 0.158
O -1.69626 1.31866 1.09983 -0.165 0.228 0.499
H 1.45928 -0.95664 -2.30440 0.121 -0.104 -0.006
H 1.34870 -1.77724 -0.89511 -0.216 -0.028 0.044
H 0.64015 1.01604 -1.40139 -0.310 -0.080 0.128
H -0.56929 -0.27653 -1.32463 -0.334 0.159 0.143
H 0.78093 1.18717 0.89659 -0.261 0.075 -0.120
H 0.97416 -0.50317 1.05299 -0.182 -0.399 0.093
H -2.48125 1.25009 1.67458 0.092 -0.079 -0.448
```
Positions in Å, forces in eV/Å.

Summary:
E   -323.7549 hartree
Lowest unoccupied orbital energy   0.8 eV
SMILES string   NCCC(=O)O
Kohn-Sham gap   10.3 eV
Relative energy (zero: lowest compared OMol25 entry of this formula, charge and spin)   0.708 eV
2S+1   1
M   89.094 u

=====

(10)
Entry from the Open Molecules 2025 dataset: a single C3H7NO2 molecule (ωB97M-V with the def2-TZVPD basis set).

Structure (XYZ):
```
13
Properties=species:S:1:pos:R:3:forces:R:3
C 1.85755 -0.48786 -1.24217 -1.052 1.521 5.742
N 1.45800 0.20966 -0.00856 0.603 -2.752 -7.395
O 0.30420 1.03308 -0.37203 1.140 -0.680 1.358
C -0.65853 1.01882 0.73664 0.366 2.367 -1.023
C -1.06156 -0.37482 0.98038 0.746 -2.553 1.655
O -1.59302 -1.09059 -0.20627 2.168 -3.983 1.750
H 2.71700 -1.27696 -1.12579 -1.625 2.023 -0.081
H 1.28622 -0.44578 -2.21122 0.518 0.334 1.327
H -1.44158 1.77330 0.34493 0.998 -1.406 0.759
H -0.22938 1.40634 1.74364 -0.463 -0.406 -1.728
H -1.81361 -0.36448 1.86607 1.142 -0.405 -1.437
H 0.02421 -0.81337 1.36238 -3.040 0.409 -0.881
H -1.26310 -2.22347 -0.14276 -1.501 5.533 -0.046
```
Positions in Å, forces in eV/Å.

Summary:
E   -323.5462 hartree
Lowest unoccupied orbital energy   0.3 eV
SMILES string   C=NOCCO
Kohn-Sham gap   9.8 eV
Relative energy (zero: lowest compared OMol25 entry of this formula, charge and spin)   6.387 eV
2S+1   1
M   89.094 u